[1]
A molecular structure, C35H37NO3P2Pb in a non-equilibrium geometry. Source: the OMol25 dataset; level of theory: ωB97M-V/def2-TZVPD.

Values from the calculation:
largest force on an atom	0.0413	Eh/bohr
energy relative to the best compared isomer or geometry (same formula, charge and spin)	0.0	kcal/mol
HOMO energy	-7.4	eV
orbital gap	0.279	hartree
DFT total energy	-2511.71836	a.u.

Structure (ORCA input):
```
! wB97M-V def2-TZVPD RIJCOSX def2/J DEFGRID3
* xyz 0 1
C -4.34 -4.01 1.92
P -0.64 -1.88 0.09
C -3.08 3.99 -1.13
H -2.01 5.48 0.01
H 4.20 0.32 -2.83
C 4.73 2.31 -0.11
H -1.92 -1.03 -4.63
H -0.24 -4.73 0.53
C -0.51 4.18 -0.81
C 0.75 -4.79 0.99
H -3.25 4.75 -1.91
H 0.64 -4.87 2.08
C 4.93 1.74 -1.37
C 4.04 0.78 -1.85
H 2.86 -0.87 3.72
H -1.85 -0.53 -2.20
C -1.34 -1.40 -2.59
P 1.51 0.11 1.32
H -3.54 1.85 -1.08
H 2.28 2.38 6.50
H -0.17 1.85 0.68
H 0.29 4.11 -0.05
H -1.57 -2.22 2.80
H 5.79 2.05 -1.97
H -1.96 3.87 0.71
H -5.18 -4.55 2.37
C -3.12 -3.29 -0.05
C 2.45 0.12 3.95
H 2.26 -0.37 -1.45
C -0.17 4.19 -2.10
Pb 2.07 -3.01 0.76
H -2.45 3.41 -4.62
C -4.21 -3.95 0.53
C 1.18 2.08 3.29
H 1.27 -5.69 0.61
N 3.30 -4.40 2.96
C 0.02 -3.38 -2.21
H 0.60 2.62 2.55
H -2.03 0.21 -0.02
C -0.65 -2.25 -1.71
H 3.54 2.29 1.70
H 0.53 -4.06 -1.53
C -2.31 -2.70 2.16
C 0.01 -3.65 -3.59
H -0.47 4.81 -4.10
H 0.96 3.61 4.79
C -3.39 -3.38 2.74
C -0.69 -2.80 -4.46
H 0.89 4.10 -2.38
H -0.96 2.53 -4.33
H 0.53 -4.52 -3.99
O 2.42 -3.45 3.16
H -1.86 5.15 -3.08
H -3.97 4.02 -0.47
C -2.43 2.22 -2.84
C -0.05 0.76 0.67
C -3.00 2.60 -1.68
C -2.16 -2.67 0.76
C 2.79 0.89 0.24
C -1.88 4.41 -0.24
C -1.00 -0.11 0.22
C 3.67 1.87 0.70
C 1.38 2.63 4.56
H -4.95 -4.43 -0.11
H 5.40 3.08 0.26
H -2.56 1.20 -3.19
C 2.96 0.37 -1.06
C 2.12 1.94 5.52
C 1.73 0.83 2.97
H -3.49 -3.41 3.82
C -1.74 3.11 -3.83
C -1.09 4.40 -3.28
O 3.63 -4.61 1.72
C 2.65 0.68 5.21
H -0.72 -3.02 -5.52
C -1.36 -1.68 -3.96
H -3.02 -3.27 -1.13
O 3.76 -5.07 3.88
H 3.22 0.14 5.97
*
```

[2]
A molecular structure, C35H38AsF3N3O13PS2Ti in a non-equilibrium geometry. Source: the OMol25 dataset; level of theory: ωB97M-V/def2-TZVPD.

Values from the calculation:
largest force on an atom	0.0330	Eh/bohr
energy relative to the best compared isomer or geometry (same formula, charge and spin)	48.7	kcal/mol
HOMO energy	-1.9	eV
orbital gap	0.225	hartree
DFT total energy	-7021.89990	a.u.

Structure (ORCA input):
```
! wB97M-V def2-TZVPD RIJCOSX def2/J DEFGRID3
* xyz -2 1
H 4.04 1.66 -2.47
C -1.64 1.76 1.85
N -2.77 1.14 1.80
C -2.01 3.48 5.18
H 0.59 3.08 2.34
H 6.19 0.58 -0.69
C -1.37 -5.84 -1.23
O 3.64 0.42 -0.24
H 3.15 3.57 -0.91
H -2.73 3.57 5.98
C 4.25 0.29 2.16
H -4.65 -0.27 1.26
O 1.72 -1.41 -2.54
H 3.24 -5.66 -0.95
H 5.01 -1.70 -0.55
C 4.84 -1.49 0.50
F -4.69 5.50 -0.99
C 4.64 0.01 0.71
C 0.19 3.92 4.29
O -1.38 -2.12 0.21
C -2.63 -4.01 -0.44
H 3.52 2.78 -3.75
C -4.00 3.47 -2.04
H 4.09 1.36 2.31
Ti -0.64 -0.22 0.35
O -1.43 -4.61 -0.55
H 5.69 -1.84 1.09
H 3.33 -0.23 2.43
H 1.40 3.87 -0.89
C 5.90 0.79 0.35
C 3.21 1.94 -3.12
O -0.46 -0.92 2.14
C -4.54 1.19 -2.57
C 1.87 -4.02 -1.01
H -5.98 -4.36 -0.73
C -2.33 2.78 4.03
C -0.13 3.22 3.14
H 5.71 1.86 0.45
H -0.06 2.93 -2.58
C -5.04 -3.88 -0.52
C -0.74 4.05 5.32
As 0.26 -1.97 -1.71
C -4.38 4.91 -2.16
F -5.52 5.06 -2.93
O 1.69 1.25 -1.39
H -0.32 -6.07 -1.35
H 5.05 -0.06 2.81
H 2.38 4.46 -2.26
S -1.71 4.16 -0.66
H 1.76 -4.04 -2.09
H -3.88 -5.63 -1.03
C 1.26 -3.00 1.09
C 0.76 2.48 -3.16
C -3.32 0.86 -2.01
C 2.00 2.35 -2.30
O -0.57 -0.47 -1.42
O 1.67 -1.46 3.16
H 3.49 -5.53 1.53
H 0.97 3.10 -4.03
P 2.17 0.96 0.09
N -2.48 1.71 -1.43
C -3.84 -4.60 -0.70
C -1.39 2.64 3.01
O -0.65 1.47 1.02
C -4.99 -2.59 -0.06
H 2.97 1.09 -3.76
C -2.56 -2.65 -0.01
O 2.19 2.11 1.00
H 0.44 1.49 -3.49
H -2.99 -0.18 -2.04
C 2.83 -4.85 1.00
O -0.49 -2.91 -2.81
H -5.80 2.87 -3.02
C -3.76 -1.97 0.20
O -0.19 -3.04 3.24
H -5.91 -2.03 0.10
N -2.68 0.05 0.93
H -0.48 4.57 6.23
H 6.72 0.50 1.01
S 0.51 -2.02 2.50
C 1.16 -3.05 -0.31
H 1.92 -0.51 -2.21
H 1.18 4.35 4.40
H -3.30 2.31 3.91
C -2.77 3.05 -1.41
H -5.18 0.44 -3.00
H 3.94 -2.03 0.82
F -3.47 5.68 -2.77
H -1.84 -5.76 -2.21
C 2.12 -3.91 1.72
C 2.70 -4.92 -0.37
C 2.26 3.64 -1.54
H 2.22 -3.87 2.79
H -1.86 -6.64 -0.65
C -4.87 2.54 -2.58
O 1.33 -0.31 0.44
C -3.73 -0.65 0.81
*
```

[3]
A molecular structure, C35H38CeFN3O3Si in a non-equilibrium geometry. Source: the OMol25 dataset; level of theory: ωB97M-V/def2-TZVPD.

Values from the calculation:
largest force on an atom	0.0526	Eh/bohr
HOMO energy	-11.8	eV
orbital gap	0.221	hartree
DFT total energy	-2610.36315	a.u.

Structure (ORCA input):
```
! wB97M-V def2-TZVPD RIJCOSX def2/J DEFGRID3
* xyz 2 1
C 3.85 -2.64 -3.30
H 1.23 1.16 -4.21
H -2.93 2.83 10.78
C -0.27 0.59 5.53
H -1.09 1.11 11.31
H 1.41 -1.77 3.34
N -2.10 1.13 8.75
H -1.11 -0.86 -0.13
H 4.05 -4.68 -3.97
H -1.87 5.15 6.78
C -1.76 5.27 5.70
H 2.27 0.29 -1.47
O -0.49 4.46 0.95
C -2.73 6.17 5.00
H -0.68 6.70 4.37
C -1.79 0.32 11.02
N -3.15 0.82 11.28
C -0.88 0.35 6.74
H -1.20 7.38 6.01
C 3.52 -3.74 -4.08
H 0.61 0.98 -1.32
O 0.09 2.28 0.85
C 1.79 -2.03 1.14
C -2.72 -0.34 -6.17
H -3.78 0.06 11.04
H -3.56 -1.01 -6.31
C -0.40 3.26 2.96
C -0.56 1.36 -5.80
C 2.49 -3.63 -5.00
H 0.29 -0.18 5.00
H -4.62 2.23 10.75
H -1.54 2.70 -7.15
C -3.58 2.00 10.49
C -1.14 2.89 5.62
H 1.23 -1.92 -1.03
C 3.10 -1.47 -3.37
H -0.69 -0.32 9.30
H 2.80 -2.41 1.10
C -3.44 1.62 9.03
C 0.13 2.16 3.68
C -1.35 6.64 5.23
N -1.27 4.15 5.01
C -1.57 1.35 7.48
Ce 1.43 0.55 1.14
C -1.71 2.63 6.88
H -2.40 -0.87 9.34
C -1.72 -0.02 9.54
C -1.01 4.27 3.67
C 0.96 -1.75 0.01
H -2.26 3.40 7.40
H 0.29 2.04 -5.64
C 1.67 1.07 -0.98
C -1.69 -0.73 -5.31
H 2.00 2.07 -1.30
H -1.62 -0.57 11.64
C 1.70 -2.47 -5.06
C 1.04 -1.70 2.32
H -1.03 -0.82 2.56
C 1.90 -1.45 -4.12
C -0.24 -1.19 1.91
C -0.42 1.87 4.95
C -0.26 3.40 1.46
H -1.72 -1.69 -4.77
H -4.19 0.84 8.78
O 1.10 1.43 3.21
H -3.02 5.91 3.97
H -3.24 1.04 12.28
H -0.15 -0.67 -2.57
C -0.28 -1.21 0.48
C -2.69 0.90 -6.83
C -0.63 0.14 -5.09
F -0.92 -0.96 7.17
H 2.26 -4.46 -5.66
H -1.30 5.21 3.20
H 3.43 -0.58 -2.83
H 4.68 -2.70 -2.60
H -3.50 1.19 -7.49
H 0.93 -2.37 -5.83
H -3.65 2.49 8.39
C -1.59 1.74 -6.64
H -3.51 6.60 5.62
Si 0.65 -0.09 -3.76
*
```

[4]
A molecular structure, C35H38MoN3O2S2Si in a non-equilibrium geometry. Source: the OMol25 dataset; level of theory: ωB97M-V/def2-TZVPD.

Values from the calculation:
largest force on an atom	0.0229	Eh/bohr
energy relative to the best compared isomer or geometry (same formula, charge and spin)	0.0	kcal/mol
HOMO energy (alpha / beta)	-10.8 / -10.8	eV
orbital gap (alpha / beta)	0.213 / 0.213	hartree
DFT total energy	-2825.22404	a.u.

Structure (ORCA input):
```
! wB97M-V def2-TZVPD RIJCOSX def2/J DEFGRID3
* xyz 1 1
H -2.11 2.85 -0.67
N 0.59 -2.16 0.28
C 0.46 3.24 2.30
H -1.34 -2.11 3.25
H -2.84 0.83 4.11
C 4.23 -2.17 -0.50
H -2.29 1.98 -3.17
H 5.32 1.03 -0.90
H 1.93 -0.29 5.38
H 0.78 -3.06 -2.13
H -3.16 2.07 0.52
C -0.81 -3.83 -0.83
C 2.92 -1.84 -0.20
C 0.46 3.35 -1.53
C -0.50 -3.12 0.34
N 2.51 -0.58 -0.16
H -2.19 -5.18 -1.74
C 1.19 2.75 -2.70
O 2.00 -4.00 0.16
H -0.44 3.06 2.88
H 0.20 0.11 -6.09
C 0.05 -3.86 -2.07
C -0.15 0.19 -5.07
C -2.74 1.99 -0.48
C 1.10 0.41 5.26
H 1.49 1.42 5.42
C -0.60 4.75 0.64
C 5.12 -1.13 -0.75
H -0.97 5.31 1.48
C -1.17 -3.40 1.53
C -2.28 -4.23 1.49
C -0.71 -2.92 2.88
Mo 0.51 -0.14 0.54
C 0.50 0.29 3.89
C 3.35 0.41 -0.41
C -0.78 0.51 3.59
C -2.69 -4.82 0.31
H 6.15 -1.35 -0.99
H -1.41 6.09 -0.82
H -1.52 1.78 -5.49
S -1.30 0.38 1.92
H -1.84 0.24 5.44
C 0.59 2.86 -0.22
C -0.28 4.51 -1.72
H 0.36 0.21 6.03
H 1.12 -1.39 -4.35
C -1.08 0.36 -2.43
H -2.64 -1.97 -1.03
S 1.60 -0.12 2.61
H 1.32 1.67 -2.62
O 3.27 2.79 -0.47
H -2.81 -4.43 2.41
Si -1.86 0.37 -0.74
H 0.32 -2.57 2.86
H 2.18 3.20 -2.77
N 1.31 1.61 -0.06
H -0.40 4.89 -2.73
C -3.02 -1.07 -0.56
H -1.71 1.92 4.92
H 0.66 2.96 -3.63
C -1.85 0.90 4.57
H -0.78 -3.74 3.59
C -1.12 1.12 -4.73
H -3.56 -5.46 0.30
C 0.37 -0.66 -4.10
H 4.52 -3.21 -0.51
H 1.10 2.36 2.37
C -1.56 1.23 -3.42
C 4.68 0.19 -0.71
C -0.11 -0.57 -2.80
H -3.93 -0.77 -1.09
H 0.62 -4.79 -2.07
H 0.99 4.08 2.75
C 0.14 3.59 0.88
H 0.27 -1.26 -2.05
C -1.93 -4.65 -0.83
H -0.56 -3.84 -2.97
C 2.68 1.74 -0.32
C -0.83 5.20 -0.65
C 1.82 -2.81 0.10
H -3.58 2.00 -1.18
H -3.28 -1.30 0.47
*
```

[5]
A molecular structure, C35H38N4P2S2Si2Ti. Source: the OMol25 dataset; level of theory: ωB97M-V/def2-TZVPD.

Values from the calculation:
largest force on an atom	0.0134	Eh/bohr
energy relative to the best compared isomer or geometry (same formula, charge and spin)	0.0	kcal/mol
HOMO energy (alpha / beta)	-4.3 / -5.1	eV
orbital gap (alpha / beta)	0.244 / 0.273	hartree
DFT total energy	-4483.39005	a.u.

Structure (ORCA input):
```
! wB97M-V def2-TZVPD RIJCOSX def2/J DEFGRID3
* xyz -1 2
Si 2.42 1.98 -1.21
H -0.11 1.63 -3.05
H 1.04 4.09 3.94
Ti 0.35 -0.44 0.21
C 0.02 3.45 0.78
C 4.50 -0.40 1.31
H 1.35 6.35 2.96
H -6.57 2.00 -3.09
H -2.75 -4.01 0.31
H 3.13 3.79 -2.67
H -0.07 4.91 -0.80
H -2.90 -0.19 -2.93
N -1.33 -1.22 -0.86
H -4.67 -3.76 3.72
H -6.53 2.24 -0.63
C -3.68 0.44 -1.05
Si -1.58 -2.80 -1.52
H 1.42 4.02 -2.36
C -3.19 -1.23 1.19
C -3.03 -2.45 3.26
C -5.76 1.57 -2.52
H -5.92 -3.19 1.66
H 0.81 -3.08 -2.18
H -3.18 4.09 -4.74
N 0.90 1.25 -0.74
N 5.28 0.32 1.77
C -2.40 3.56 -1.49
N 4.54 -2.91 -1.02
C -3.15 -2.91 -2.57
C 0.97 5.54 2.35
H 4.32 2.90 0.08
H -1.84 -5.10 -0.73
H 2.94 -0.21 -2.30
H -2.72 3.84 -0.49
C -2.66 3.70 -3.87
C 3.57 -1.32 0.76
C 3.52 0.66 -1.96
H 2.84 3.83 0.39
H 3.11 2.26 1.17
H 0.78 6.75 0.59
C -3.70 0.33 -2.43
C -0.16 -3.20 -2.67
C -1.35 0.92 0.70
P -2.32 -0.23 -0.04
C 0.80 4.27 2.90
C 3.24 2.83 0.25
H -3.34 -3.97 -2.78
H -3.05 -2.40 -3.53
C -4.70 1.14 -0.41
C 0.66 5.76 1.02
C -4.26 -3.05 3.01
C -4.96 -2.73 1.86
C -1.60 2.82 -4.04
C 2.26 -1.42 1.22
H 1.95 2.81 -3.53
H 4.28 0.28 -1.27
C 0.18 4.72 0.24
H -1.54 -1.08 2.56
P -0.47 2.01 -0.20
H -1.28 2.53 -5.03
C -3.07 4.05 -2.59
C -4.43 -1.83 0.95
C -2.50 -1.54 2.36
C -1.80 -4.14 -0.22
H -3.92 4.72 -2.46
H 0.17 2.25 2.54
S 1.21 -2.66 0.60
C 0.31 3.24 2.12
H -4.74 0.80 -4.24
C -4.74 0.89 -3.17
H -0.22 -4.22 -3.04
C -1.32 2.70 -1.65
S 1.58 -0.29 2.34
H -1.01 -4.18 0.54
H 4.04 1.07 -2.83
C 4.10 -2.22 -0.21
H -0.18 -2.52 -3.53
C -0.93 2.32 -2.93
H -2.48 -2.70 4.16
C -5.74 1.70 -1.14
C 2.18 3.27 -2.57
H -4.04 -2.52 -2.08
H -4.68 1.25 0.67
H -4.98 -1.59 0.05
*
```

Question: Look up the DFT total energy of the fourth one.
Answer: -2825.22404 a.u.

Question: Which of these has the lowest DFT total energy?
Answer: C35H38AsF3N3O13PS2Ti